{"formula": "C49H35N2O9", "method": "ωB97M-V/def2-TZVPD", "e_homo_ev": -4.93, "max_force_ev_per_a": 5.84, "total_charge": -1, "elements": ["N", "C", "C", "C", "C", "C", "C", "O", "O", "C", "O", "N", "H", "H", "H", "H", "H", "H", "H", "H", "H", "H", "H", "C", "C", "C", "C", "C", "C", "C", "O", "C", "C", "C", "C", "C", "C", "C", "O", "H", "H", "H", "H", "H", "H", "H", "H", "C", "C", "C", "C", "C", "C", "C", "O", "C", "C", "C", "C", "C", "C", "C", "O", "H", "H", "H", "H", "H", "H", "H", "H", "C", "C", "C", "C", "C", "C", "C", "O", "C", "C", "C", "C", "C", "C", "C", "O", "H", "H", "H", "H", "H", "H", "H", "H"], "positions_angstrom": [[2.293, 1.350, -4.995], [1.914, -0.082, -5.235], [0.625, -0.430, -4.292], [-0.672, 0.164, -5.032], [-1.862, 0.437, -3.963], [-3.018, 0.816, -5.011], [-2.701, 2.340, -5.378], [-2.226, 2.691, -6.517], [-2.928, 3.308, -4.396], [-2.758, -0.345, -6.085], [-3.535, -0.957, -6.863], [-1.311, -0.655, -6.114], [2.511, 1.761, -5.912], [1.504, 1.891, -4.615], [2.742, -0.814, -4.951], [1.610, -0.189, -6.338], [0.779, 0.198, -3.342], [0.602, -1.554, -4.109], [-0.262, 1.056, -5.617], [-2.205, -0.578, -3.559], [-1.603, 1.265, -3.210], [-4.100, 0.634, -4.702], [-0.968, -0.418, -7.065], [-1.273, -7.591, -3.618], [-1.149, -6.325, -4.188], [-0.442, -5.328, -3.525], [0.133, -5.591, -2.281], [-0.012, -6.850, -1.699], [-0.707, -7.854, -2.375], [0.552, -7.126, -0.357], [0.429, -8.228, 0.151], [1.259, -6.042, 0.361], [1.745, -6.269, 1.649], [2.422, -5.259, 2.326], [2.625, -4.023, 1.715], [2.137, -3.791, 0.434], [1.445, -4.798, -0.242], [0.899, -4.528, -1.591], [1.071, -3.447, -2.124], [-1.817, -8.371, -4.140], [-1.602, -6.117, -5.152], [-0.345, -4.346, -3.977], [-0.811, -8.840, -1.933], [1.594, -7.230, 2.130], [2.795, -5.437, 3.330], [3.159, -3.238, 2.241], [2.293, -2.825, -0.035], [-3.031, 2.996, 5.052], [-3.534, 1.843, 4.455], [-3.719, 1.796, 3.077], [-3.413, 2.909, 2.293], [-2.932, 4.072, 2.894], [-2.731, 4.110, 4.275], [-2.650, 5.277, 2.079], [-2.225, 6.294, 2.607], [-2.897, 5.230, 0.622], [-2.690, 6.374, -0.151], [-2.907, 6.334, -1.526], [-3.322, 5.150, -2.133], [-3.535, 4.011, -1.366], [-3.332, 4.050, 0.014], [-3.596, 2.842, 0.825], [-3.963, 1.807, 0.297], [-2.878, 3.029, 6.126], [-3.780, 0.978, 5.063], [-4.106, 0.893, 2.617], [-2.344, 5.007, 4.748], [-2.363, 7.299, 0.315], [-2.750, 7.226, -2.125], [-3.484, 5.116, -3.206], [-3.862, 3.094, -1.847], [1.053, 4.212, 3.411], [2.334, 4.755, 3.330], [3.445, 3.960, 3.590], [3.278, 2.621, 3.944], [1.994, 2.084, 4.050], [0.882, 2.879, 3.771], [1.801, 0.678, 4.473], [0.681, 0.207, 4.562], [2.990, -0.144, 4.794], [2.821, -1.453, 5.249], [3.932, -2.237, 5.541], [5.215, -1.720, 5.371], [5.387, -0.415, 4.924], [4.274, 0.379, 4.643], [4.467, 1.779, 4.201], [5.590, 2.232, 4.057], [0.186, 4.831, 3.199], [2.466, 5.798, 3.061], [4.440, 4.387, 3.520], [-0.119, 2.464, 3.838], [1.825, -1.863, 5.381], [3.799, -3.253, 5.900], [6.082, -2.335, 5.592], [6.389, -0.017, 4.798]], "mulliken_charge": [-0.725, -0.291, -0.244, -0.003, -0.960, 0.334, 0.153, -0.707, -0.625, 0.124, -0.659, -0.346, 0.270, 0.292, 0.325, 0.205, 0.331, -0.194, 0.326, 0.256, 0.399, 0.410, 0.330, -0.403, -0.692, -0.366, 0.286, 0.255, -0.701, 0.596, -0.696, 0.166, -0.634, -0.545, -0.321, -0.644, 0.214, 0.415, -0.651, 0.381, 0.448, 0.574, 0.450, 0.444, 0.417, 0.492, 0.504, -0.549, -0.507, -0.537, 0.276, 0.385, -0.499, 0.434, -0.725, 0.357, -0.512, -0.581, -0.590, -0.773, 0.519, 0.473, -0.682, 0.401, 0.400, 0.476, 0.448, 0.444, 0.395, 0.491, 0.485, 0.024, -0.795, -0.571, 0.284, 0.040, -0.639, 0.426, -0.681, 0.293, -0.531, -0.510, -0.466, -0.592, 0.096, 0.649, -0.680, 0.431, 0.403, 0.456, 0.572, 0.470, 0.439, 0.402, 0.463]}